Entry from the Open Molecules 2025 dataset: 2 unconnected molecules or ions with the total composition C3H3F2N (ωB97M-V/def2-TZVPD).

Element x y z (Å)
1 C -1.589 2.034 -0.406
2 C 0.505 -0.442 -1.424
3 C -0.509 2.186 0.404
4 N -2.598 1.828 -0.908
5 F 0.848 -0.885 -0.248
6 F -0.354 1.199 1.319
7 H 1.335 -0.087 -1.941
8 H -0.326 -0.945 -1.944
9 H -0.041 3.088 0.539

LUMO (spin up / spin down) in eV: -1.290 / 0.281
Total charge: 0
Kohn-Sham gap (spin up / spin down) in hartree: 0.272 / 0.361
Largest force on an atom in eV/Å: 2.59
Energy relative to the best compared isomer or geometry (same formula, charge and spin) in eV: 4.514
Total energy in eV: -10079.7550
HOMO energy (spin up / spin down) in hartree: -0.3195 / -0.3503